1.
47
Properties=species:S:1:pos:R:3:mulliken_charge:R:1 method="wB97M-V/def2-TZVPD" lumo_energy_ev="-10.7754 / -10.8441" total_energy_ev=-83760.3120 e_homo_ev="-13.4 / -13.4" s_squared=8.76 charge=+2 multiplicity=6 orbital_gap_ev="2.58 / 2.51"
C 3.43 1.64 1.29 -0.896
C 1.84 1.77 1.59 0.458
O 1.30 2.74 0.65 -0.329
C -0.16 2.57 0.45 -0.476
C -0.38 1.37 -0.59 2.010
C -1.48 1.64 -1.72 -0.981
C -2.92 1.03 -1.40 -0.742
C -2.93 -0.58 -1.32 -0.317
Si -3.00 -1.29 0.44 0.357
F -4.06 -2.67 0.38 -0.350
C -1.32 -1.91 1.12 -0.252
C -0.52 -2.83 0.07 -0.853
C 0.90 -2.20 -0.36 0.480
C 0.94 -1.48 -1.73 -0.385
C 2.23 -0.84 -2.34 -0.643
C 3.54 -0.95 -1.50 -0.554
C 3.48 -1.65 -0.12 -0.594
C 2.20 -2.29 0.49 -0.402
P -3.85 0.08 1.96 0.128
O -2.55 0.90 2.76 -0.465
Cl -4.65 -1.22 3.44 -0.197
H 4.05 2.38 1.91 0.323
H 3.82 0.58 1.50 0.282
H 3.64 1.89 0.18 0.133
H 1.75 2.07 2.69 0.372
H 1.42 0.71 1.48 -0.165
H -0.52 3.55 -0.03 0.259
H -0.73 2.42 1.44 0.295
H -0.52 0.41 0.01 -1.125
H 0.64 1.24 -1.14 -0.439
H -1.56 2.78 -1.87 0.419
H -1.08 1.20 -2.71 0.338
H -3.43 1.53 -0.48 0.287
H -3.60 1.32 -2.28 0.352
H -2.08 -0.97 -1.98 0.018
H -3.91 -0.91 -1.85 0.449
H -1.56 -2.58 2.03 0.502
H -0.60 -1.08 1.45 0.061
H -1.14 -3.08 -0.86 0.408
H -0.27 -3.84 0.57 0.331
H 0.00 -1.41 -2.36 0.404
H 2.16 -0.37 -3.37 0.479
H 4.49 -0.52 -1.95 0.468
H 4.46 -1.72 0.47 0.543
H 2.18 -2.80 1.51 0.401
H -1.95 0.20 3.09 0.334
Mn 2.27 3.18 -1.02 1.272

---

2.
50
Properties=species:S:1:pos:R:3:mulliken_charge:R:1 method="wB97M-V/def2-TZVPD" lumo_energy_ev=-7.7446 total_energy_ev=-63998.8198 e_homo_ev=-14.8 charge=+2 orbital_gap_ev=7.06
C -0.84 2.60 -3.53 -0.062
I -2.87 2.06 -3.82 0.077
H -0.57 3.41 -4.24 0.458
H -0.29 1.67 -3.78 -0.101
H -0.67 2.88 -2.46 -0.435
La -0.13 -0.03 -0.19 1.633
P 0.11 -1.31 -3.03 0.541
C 1.50 -2.51 -3.06 -1.166
C -1.27 -2.54 -3.04 -1.289
H -1.28 -3.04 -4.02 0.409
H -0.13 -1.74 -5.45 0.437
H -2.22 -2.02 -2.89 0.393
H -0.71 -0.12 -5.00 0.320
H 1.64 -2.97 -2.08 0.311
H -1.16 -3.29 -2.24 0.394
C 0.07 -0.87 -4.82 -1.278
H 1.35 -3.31 -3.80 0.404
H 1.04 -0.44 -5.11 0.387
H 2.42 -1.98 -3.32 0.389
P -0.33 3.03 0.45 0.528
C 0.85 3.42 1.81 -1.104
C -0.55 4.69 -0.30 -1.194
H -2.70 2.73 0.88 0.436
H -2.00 4.00 1.93 0.464
H -1.73 2.25 2.33 0.310
C -1.84 3.00 1.51 -1.332
H -1.07 4.59 -1.26 0.382
H -1.16 5.34 0.35 0.378
H 0.35 3.92 2.66 0.379
H 1.66 4.04 1.41 0.460
H 0.42 5.16 -0.48 0.390
H 1.26 2.48 2.20 0.228
C 2.09 0.55 -1.21 0.173
O 3.23 0.60 -1.39 -0.121
O -0.53 0.94 3.54 -0.617
C -0.05 -0.12 3.12 0.494
N 0.68 -0.13 1.93 -0.327
S 1.53 -1.57 1.63 1.068
O 0.71 -2.14 0.48 -0.556
O 2.92 -1.36 1.35 -0.589
C 0.94 -2.30 3.09 0.493
C 1.03 -3.69 3.32 -0.475
C 0.29 -4.20 4.37 -0.587
C -0.60 -3.36 5.05 -0.361
C -0.75 -2.00 4.75 -0.635
C -0.05 -1.48 3.67 0.247
H 1.57 -4.42 2.70 0.368
H 0.29 -5.27 4.64 0.399
H -1.16 -3.81 5.87 0.406
H -1.29 -1.38 5.46 0.473

---

3.
44
Properties=species:S:1:pos:R:3:mulliken_charge:R:1 method="wB97M-V/def2-TZVPD" lumo_energy_ev=0.8229 total_energy_ev=-32382.0989 e_homo_ev=-8.4 orbital_gap_ev=9.26
C -0.27 -2.20 5.46 -1.289
C -0.47 -2.24 3.95 -0.119
H -0.91 -1.30 3.62 0.265
H -1.15 -3.05 3.69 0.354
C 0.87 -2.43 3.23 -1.261
C 0.65 -2.56 1.75 0.181
N 0.49 -3.80 1.31 -0.273
H 0.58 -4.58 1.94 0.191
C 0.58 -1.48 0.86 -0.390
C 0.40 -1.74 -0.56 0.770
O 0.20 -2.87 -1.02 -0.817
H 0.32 -3.91 0.31 0.291
C 0.44 -0.58 -1.52 -0.296
C 1.37 0.52 -1.02 0.603
C 0.82 1.00 0.31 -0.434
C 0.72 -0.11 1.35 0.453
O 0.73 0.20 2.53 -0.695
H -0.19 1.40 0.19 0.075
H 1.43 1.80 0.74 0.361
C 1.57 1.66 -2.03 -1.923
C 0.33 2.44 -2.45 0.571
C 0.70 3.83 -2.96 -1.549
H 1.42 3.74 -3.78 0.338
H -0.17 4.35 -3.34 0.368
H 1.14 4.42 -2.17 0.406
H -0.37 2.54 -1.62 0.235
S -0.56 1.53 -3.78 -0.106
C -2.27 2.12 -3.53 -0.343
C -2.98 1.40 -2.39 -1.051
H -4.01 1.75 -2.32 0.419
H -2.99 0.33 -2.57 0.251
H -2.49 1.60 -1.44 0.203
H -2.77 1.92 -4.47 0.401
H -2.23 3.19 -3.36 0.247
H 2.04 1.26 -2.93 0.544
H 2.28 2.37 -1.58 0.466
H 2.36 0.08 -0.85 0.373
H -0.57 -0.20 -1.62 -0.146
H 0.74 -0.96 -2.49 0.404
H 1.51 -1.57 3.45 0.345
H 1.35 -3.34 3.60 0.546
H 0.18 -3.12 5.82 0.334
H 0.38 -1.37 5.73 0.332
H -1.23 -2.06 5.96 0.366

---

4.
44
Properties=species:S:1:pos:R:3:mulliken_charge:R:1 method="wB97M-V/def2-TZVPD" lumo_energy_ev=0.8338 total_energy_ev=-23588.1732 e_homo_ev=-8.4 orbital_gap_ev=9.28
C -3.15 -2.23 -1.03 -0.783
H -3.96 -2.89 -1.36 0.474
H -3.51 -1.65 -0.19 0.063
H -2.91 -1.56 -1.85 0.221
C -1.93 -3.08 -0.64 -0.868
N -0.76 -2.35 -0.19 -0.021
C -0.93 -1.59 1.04 0.560
C -1.32 -2.46 2.23 -1.702
H -1.21 -1.90 3.15 0.477
H -2.36 -2.79 2.16 0.353
H -0.68 -3.34 2.27 0.364
H 0.04 -1.14 1.25 0.103
H -1.66 -0.77 0.93 -0.100
C -0.16 -1.54 -1.23 -0.074
C 1.20 -1.16 -0.89 -0.154
C 2.33 -0.84 -0.62 -0.378
C 3.65 -0.37 -0.24 0.395
C 4.39 -1.43 0.57 -1.511
H 5.37 -1.07 0.84 0.388
H 4.48 -2.34 -0.01 0.385
H 3.83 -1.65 1.48 0.336
O 3.58 0.81 0.57 -0.408
C 3.22 1.97 -0.10 -0.395
O 1.89 2.03 -0.51 -0.337
C 0.97 2.02 0.57 -0.383
C -0.39 2.00 0.06 -0.087
C -1.49 2.00 -0.43 0.012
C -2.87 2.00 -0.90 -0.212
H -2.96 2.69 -1.74 0.323
O -3.78 2.46 0.07 -0.425
C -3.90 1.61 1.18 -0.562
H -2.95 1.50 1.71 0.227
H -4.26 0.61 0.88 0.215
H -4.63 2.07 1.84 0.280
H -3.14 0.98 -1.23 0.109
H 1.11 2.92 1.19 0.491
H 1.13 1.13 1.20 0.259
H 3.45 2.79 0.61 0.313
H 3.80 2.11 -1.03 0.338
H 4.22 -0.13 -1.16 0.317
H -0.72 -0.60 -1.43 0.006
H -0.13 -2.13 -2.15 0.533
H -2.22 -3.77 0.15 0.436
H -1.62 -3.67 -1.51 0.423